Entry 1:
Below is a structure of composition CH8O2P4 at a distorted geometry, with properties calculated with ωB97M-V/def2-TZVPD.

Output
**Energy relative to the best compared isomer or geometry (same formula, charge and spin)**: 1.050 eV
**Orbital gap (alpha / beta)**: 6.681 / 6.903 eV
**E_HOMO (alpha / beta)**: -8.0 / -8.0 eV

Structure (ORCA input):
```
! RIJCOSX wB97M-V def2-TZVPD def2/J DEFGRID3
* xyz 0 1
C 1.180 2.043 1.218
O -2.647 -1.907 0.390
O 0.365 1.222 1.925
P 1.427 1.322 -0.454
P -0.748 0.288 1.051
P -1.884 -1.915 -2.593
P -1.412 -2.132 -0.400
H 2.198 2.211 1.756
H 0.779 3.072 0.972
H 2.615 2.127 -0.580
H 2.401 0.251 -0.256
H -1.107 -0.284 2.259
H -0.968 -3.306 0.145
H -1.568 -0.608 -2.375
H -0.630 -2.384 -3.057
*
```

Which charges does natural (NBO) predict for the atoms? In e, they are: -0.337, -1.058, -0.778, 0.228, 0.600, 0.047, 1.039, 0.207, 0.191, -0.012, -0.009, -0.062, -0.059, 0.004, -0.001

=====

Entry 2:
Below is a structure of composition C26H26N4OPdS2, with properties calculated with ωB97M-V/def2-TZVPD.

Output
**Energy relative to the best compared isomer or geometry (same formula, charge and spin)**: 0.000 eV
**Orbital gap (alpha / beta)**: 7.414 / 5.447 eV
**⟨S²⟩**: 2.0137
**E_HOMO (alpha / beta)**: -13.6 / -13.8 eV

Structure (ORCA input):
```
! RIJCOSX wB97M-V def2-TZVPD def2/J DEFGRID3
* xyz 2 3
Pd -1.259 1.704 -1.228
N -1.018 -3.073 -1.223
C 0.221 -3.690 -1.121
C 0.304 -5.058 -0.869
C 1.543 -5.649 -0.767
C 2.718 -4.896 -0.912
C 2.650 -3.546 -1.156
C 1.396 -2.930 -1.258
S 1.296 -1.238 -1.539
N -0.280 -0.903 -1.703
C -1.229 -1.775 -1.531
C -2.645 -1.325 -1.646
C -3.625 -2.167 -2.147
C -4.937 -1.710 -2.181
C -5.210 -0.446 -1.698
C -4.158 0.330 -1.222
N -2.897 -0.088 -1.206
H -1.831 -3.639 -1.022
H -0.600 -5.644 -0.760
H 1.612 -6.711 -0.576
H 3.680 -5.382 -0.833
H 3.551 -2.955 -1.270
H -3.384 -3.144 -2.547
H -5.723 -2.336 -2.580
H -6.216 -0.052 -1.689
H -4.337 1.326 -0.838
C 0.460 2.573 -3.960
C -0.856 1.928 -4.337
O -1.871 2.068 -3.304
H 1.276 2.145 -4.542
H 0.678 2.395 -2.902
H 0.452 3.649 -4.129
H -0.751 0.854 -4.482
H -1.263 2.353 -5.253
H -2.293 2.930 -3.396
N -0.574 1.544 0.726
S 0.785 2.234 1.205
C 0.487 3.019 2.784
C 1.577 3.502 3.498
C 1.353 4.155 4.698
C 0.055 4.321 5.169
C -1.022 3.842 4.439
C -0.812 3.189 3.230
C 1.931 0.962 1.698
C 3.061 0.789 0.911
C 3.958 -0.223 1.229
C 3.711 -1.048 2.317
C 2.574 -0.864 3.099
C 1.680 0.148 2.796
H -0.949 0.887 1.403
H 2.587 3.365 3.131
H 2.190 4.535 5.267
H -0.115 4.831 6.107
H -2.030 3.980 4.805
H -1.643 2.830 2.639
H 3.250 1.455 0.077
H 4.860 -0.350 0.644
H 4.418 -1.825 2.575
H 2.400 -1.498 3.958
H 0.812 0.321 3.421
*
```

Which charges does natural (NBO) predict for the atoms? In e, they are: 0.704, -0.505, 0.251, -0.237, -0.123, -0.162, -0.169, -0.306, 0.901, -0.642, 0.462, 0.100, -0.220, -0.134, -0.203, 0.068, -0.440, 0.440, 0.241, 0.253, 0.254, 0.247, 0.231, 0.251, 0.254, 0.221, -0.643, -0.067, -0.754, 0.238, 0.198, 0.230, 0.185, 0.200, 0.503, -1.199, 1.121, -0.182, -0.239, -0.183, -0.174, -0.189, -0.246, -0.288, -0.202, -0.218, -0.179, -0.212, -0.150, 0.376, 0.230, 0.237, 0.237, 0.234, 0.235, 0.233, 0.233, 0.235, 0.237, 0.227

=====

Entry 3:
Below is an isolated molecule of C10H17N at a distorted geometry, with properties calculated with ωB97M-V/def2-TZVPD.

Output
**SMILES**: C1C[C@]23CCC[C@@]2(C1)CNC3
**Energy relative to the best compared isomer or geometry (same formula, charge and spin)**: 4.862 eV
**Orbital gap**: 9.517 eV
**E_HOMO**: -8.5 eV

Structure (ORCA input):
```
! RIJCOSX wB97M-V def2-TZVPD def2/J DEFGRID3
* xyz 0 1
C -0.976 1.799 -0.576
C 0.113 1.853 0.641
C 0.233 0.231 0.879
C -1.065 -0.547 1.464
C -1.936 -1.146 0.438
C -0.976 -1.391 -0.707
C 0.267 -0.374 -0.757
C -0.209 0.852 -1.520
C 1.604 -0.940 -1.084
C 1.696 -0.084 1.315
H -2.030 1.405 -0.294
H -0.915 2.788 -0.947
H -0.349 2.376 1.531
H 1.138 2.418 0.461
H -1.705 0.105 2.226
H -0.559 -1.425 2.010
H -2.842 -0.584 -0.040
H -2.526 -2.154 0.751
H -1.496 -1.367 -1.706
H -0.393 -2.325 -0.730
H 0.568 1.552 -1.784
H -0.890 0.661 -2.394
H 1.560 -2.104 -1.205
H 2.026 -0.617 -2.124
H 3.475 -0.703 0.419
H 1.481 -0.874 1.971
H 2.218 0.927 1.700
N 2.488 -0.332 0.060
*
```

Which charges does natural (NBO) predict for the atoms? In e, they are: -0.401, -0.425, 0.039, -0.441, -0.427, -0.417, -0.047, -0.422, -0.230, -0.255, 0.206, 0.208, 0.208, 0.223, 0.225, 0.216, 0.210, 0.224, 0.206, 0.205, 0.210, 0.204, 0.179, 0.210, 0.382, 0.176, 0.204, -0.671

=====

Entry 4:
Below is a structure of composition C4H9N2S at a distorted geometry, with properties calculated with ωB97M-V/def2-TZVPD.

Output
**Energy relative to the best compared isomer or geometry (same formula, charge and spin)**: 4.221 eV
**Orbital gap**: 9.447 eV
**E_HOMO**: -13.0 eV

Structure (ORCA input):
```
! RIJCOSX wB97M-V def2-TZVPD def2/J DEFGRID3
* xyz 1 1
C -0.384 1.196 -2.130
C 1.424 0.367 0.876
C 0.482 -0.757 1.145
C -0.134 -0.977 2.497
N -0.320 0.064 -1.394
N -0.971 1.223 -3.319
S -0.234 0.638 0.154
H 1.659 0.989 1.873
H 2.241 0.305 0.279
H 0.428 -1.676 0.536
H -0.288 0.031 2.966
H 0.484 -1.556 3.157
H -1.055 -1.422 2.478
H -0.696 -0.888 -1.523
H -1.215 2.102 -3.777
H -1.422 0.360 -3.817
*
```

Which charges does natural (NBO) predict for the atoms? In e, they are: 0.195, -0.489, -0.281, -0.624, -0.799, -0.756, 1.003, 0.287, 0.266, 0.260, 0.221, 0.256, 0.239, 0.405, 0.432, 0.385

=====

Entry 5:
Below is a structure of composition C17H22F2IrN4 at a distorted geometry, with properties calculated with ωB97M-V/def2-TZVPD.

Output
**Energy relative to the best compared isomer or geometry (same formula, charge and spin)**: 1.436 eV
**Orbital gap (alpha / beta)**: 4.838 / 4.763 eV
**⟨S²⟩**: 0.7852
**E_HOMO (alpha / beta)**: -21.0 / -20.9 eV

Structure (ORCA input):
```
! RIJCOSX wB97M-V def2-TZVPD def2/J DEFGRID3
* xyz 4 2
Ir -0.089 -0.254 0.582
N 0.652 1.306 -5.062
C 0.551 1.038 -3.569
C -0.200 2.197 -2.910
C -0.139 2.201 -1.376
N -1.060 1.178 -0.721
C 1.286 2.027 -0.868
C 2.032 0.844 -1.474
N 1.561 -0.457 -0.839
C 1.962 0.850 -3.006
H -0.271 1.415 -5.500
H 1.126 0.544 -5.562
H 1.179 2.165 -5.263
H -0.024 0.110 -3.503
H -1.238 2.242 -3.251
H 0.258 3.143 -3.220
H -0.508 3.173 -1.049
H -1.643 0.707 -1.416
H -1.734 1.676 -0.136
H 1.304 1.972 0.232
H 1.843 2.938 -1.101
H 3.085 0.931 -1.207
H 2.339 -0.848 -0.302
H 1.374 -1.169 -1.546
H 2.436 -0.047 -3.413
H 2.588 1.691 -3.323
F 1.051 2.156 5.131
C 0.516 1.136 4.539
C 0.542 1.088 3.146
C -0.045 -0.006 2.522
C -0.652 -1.072 3.297
C -0.645 -0.954 4.701
F -1.192 -1.901 5.419
C -0.071 0.129 5.334
C -1.214 -2.142 2.532
C -1.854 -3.278 3.005
C -2.361 -4.217 2.097
C -2.214 -3.991 0.745
C -1.559 -2.835 0.321
N -1.072 -1.942 1.179
H 1.012 1.909 2.617
H -0.067 0.210 6.417
H -1.965 -3.436 4.067
H -2.863 -5.106 2.461
H -2.591 -4.687 0.007
H -1.427 -2.635 -0.736
*
```

Which charges does natural (NBO) predict for the atoms? In e, they are: 1.193, -0.672, -0.043, -0.461, -0.061, -0.797, -0.445, -0.059, -0.829, -0.460, 0.469, 0.469, 0.462, 0.216, 0.263, 0.271, 0.275, 0.431, 0.455, 0.223, 0.302, 0.274, 0.451, 0.430, 0.263, 0.270, -0.218, 0.472, -0.289, -0.092, 0.026, 0.414, -0.242, -0.107, 0.116, -0.112, -0.051, -0.184, 0.107, -0.424, 0.266, 0.321, 0.293, 0.295, 0.293, 0.226

=====

Entry 6:
Below is a structure of composition C4H4Cl2O2 at a distorted geometry, with properties calculated with ωB97M-V/def2-TZVPD.

Output
**Energy relative to the best compared isomer or geometry (same formula, charge and spin)**: 1.949 eV
**Orbital gap**: 10.929 eV
**E_HOMO**: -10.5 eV

Structure (ORCA input):
```
! RIJCOSX wB97M-V def2-TZVPD def2/J DEFGRID3
* xyz 0 1
C 1.136 0.887 -0.189
C 0.941 1.930 -0.792
C 1.622 -0.386 0.326
C -2.107 -0.486 0.451
O -1.719 -0.863 1.501
O -1.607 -0.772 -0.689
Cl 1.069 -1.793 -0.609
Cl -3.436 0.673 0.351
H 1.193 -0.441 1.359
H 2.698 -0.513 0.308
H 0.740 2.886 -1.305
H -0.532 -1.121 -0.710
*
```

Which charges does natural (NBO) predict for the atoms? In e, they are: -0.068, -0.164, -0.455, 0.767, -0.593, -0.710, 0.060, -0.082, 0.270, 0.256, 0.260, 0.459